Molecular formula: C45H48N5Re
Method: DFT, ωB97M-V/def2-TZVPD

Last column: Löwdin spin population.
Geometry (Å):
Re (0.45, -0.43, -0.14)  1.312
N (1.54, -0.21, -1.86)  0.040
N (2.00, 0.42, 0.91)  0.047
N (-0.28, -1.19, 1.64)  0.053
N (-0.79, -1.73, -1.15)  0.047
N (-6.41, 6.60, 1.56)  0.012
C (-4.94, 3.46, 1.16)  -0.005
C (0.09, -1.43, -3.40)  0.179
C (2.12, -0.46, -5.55)  0.002
C (-2.12, -2.52, 0.75)  0.173
C (1.23, 0.55, -6.28)  0.002
C (-2.59, -3.07, -1.66)  0.028
C (3.84, 1.70, 1.44)  0.028
C (-5.61, 5.81, 1.33)  0.003
C (-1.97, -2.76, -2.83)  0.028
C (3.09, 0.54, -3.39)  0.030
C (3.38, 1.13, -0.97)  0.178
C (-3.33, 5.20, 0.68)  -0.005
C (-2.37, 4.24, 0.42)  0.030
C (4.70, 3.97, 0.78)  0.002
C (-1.72, -2.09, 3.19)  0.026
C (-5.08, -2.99, -1.29)  0.002
C (3.23, 1.36, 2.61)  0.028
C (-0.63, -1.23, 5.36)  0.002
C (-1.69, 1.88, 0.27)  0.204
C (-3.84, -3.88, -1.44)  0.002
C (-0.83, 1.05, 0.01)  -0.014
C (-4.61, 4.81, 1.05)  0.023
C (3.60, 1.77, 4.00)  0.002
C (-2.52, -4.41, 3.76)  0.002
C (5.56, 0.32, -3.80)  0.002
C (-2.37, -3.15, -4.23)  0.002
C (-2.85, -2.92, 3.73)  0.002
C (4.32, 1.20, -3.93)  0.002
C (-0.78, -1.38, 3.88)  0.025
C (-1.40, -1.96, 1.79)  0.024
C (-3.08, -2.01, -4.96)  0.002
C (0.11, -0.82, 2.90)  0.025
C (2.09, 0.56, 2.27)  0.025
C (0.45, -2.16, 5.94)  0.002
C (2.17, -0.20, -4.07)  0.030
C (1.20, 0.00, 3.17)  0.175
C (3.08, 1.09, 0.39)  0.026
C (2.80, 2.99, 4.48)  0.002
C (-2.68, 2.88, 0.53)  0.024
C (-0.84, -1.93, -2.50)  0.025
C (5.05, 2.55, 1.23)  0.002
C (2.70, 0.52, -2.01)  0.026
C (-3.98, 2.50, 0.90)  0.029
C (-1.84, -2.43, -0.61)  0.025
C (1.21, -0.65, -3.11)  0.026
H (4.27, 1.69, -1.24)  0.008
H (0.55, -2.01, 7.01)  0.000
H (-2.27, -4.79, 2.77)  0.000
H (5.62, 2.60, 2.16)  0.000
H (0.21, 0.52, -5.90)  0.000
H (-4.22, 1.45, 0.98)  0.002
H (-3.37, -2.32, -5.97)  0.000
H (-3.99, -1.71, -4.43)  0.000
H (5.77, 0.09, -2.75)  0.000
H (0.20, -3.20, 5.75)  0.000
H (-3.09, 6.25, 0.60)  -0.001
H (4.15, 1.45, -4.98)  0.000
H (5.43, -0.62, -4.33)  0.000
H (-3.72, -4.51, -0.56)  0.000
H (4.66, 1.99, 4.04)  0.000
H (3.13, -0.43, -5.95)  0.001
H (6.44, 0.82, -4.21)  0.000
H (3.08, 3.26, 5.50)  0.000
H (-4.96, -2.30, -0.45)  0.000
H (1.39, 0.20, 4.22)  0.008
H (3.00, 3.86, 3.84)  0.000
H (1.21, 0.36, -7.35)  0.000
H (-2.99, -3.10, 1.02)  0.008
H (-3.36, -4.99, 4.15)  0.000
H (-5.94, 3.17, 1.45)  -0.001
H (-3.75, -2.75, 3.13)  0.000
H (5.59, 4.57, 0.64)  0.000
H (4.48, 2.16, -3.43)  0.000
H (-1.48, -3.46, -4.79)  0.000
H (1.73, 2.80, 4.45)  0.000
H (4.14, 3.97, -0.16)  0.000
H (1.76, -1.47, -5.74)  0.000
H (1.60, 1.57, -6.12)  0.000
H (5.72, 2.08, 0.50)  0.000
H (-1.58, -1.44, 5.84)  0.000
H (-0.05, -1.70, -4.44)  0.008
H (-3.02, -4.02, -4.18)  0.000
H (-5.25, -2.40, -2.19)  0.000
H (-3.97, -4.56, -2.29)  0.000
H (4.07, 4.47, 1.53)  0.000
H (1.42, -1.97, 5.48)  0.000
H (3.44, 0.94, 4.69)  0.000
H (-5.96, -3.60, -1.11)  0.000
H (-1.37, 4.53, 0.13)  0.002
H (-1.66, -4.60, 4.41)  0.000
H (-3.09, -2.58, 4.74)  0.000
H (-2.45, -1.13, -5.05)  0.000
H (-0.39, -0.19, 5.60)  0.000

Output
electronic energy	-57019.147	eV
orbital gap (alpha / beta)	5.62 / 3.71	eV
multiplicity	4
<S²>	3.848
net charge	+1
ΔE to the lowest compared entry with this formula, charge and spin	129.0	kJ/mol
E_HOMO (alpha / beta)	-0.3509 / -0.3658	Eh
LUMO level (alpha / beta)	-3.9 / -6.2	eV

Molecular formula: C14H20BeCl2CsKMgNaO7S
Method: DFT, ωB97M-V/def2-TZVPD

Last column: Löwdin charge in e.
Geometry (Å):
Cs (1.20, -1.61, 2.49)  1.265
K (4.80, 4.38, -1.01)  0.758
Cl (-2.57, -3.88, 2.77)  0.849
Cl (-1.07, 2.59, -1.71)  -0.032
S (-2.56, -0.39, 0.02)  1.126
Mg (5.26, -4.44, 0.76)  0.629
Na (5.13, -1.57, -3.29)  0.665
O (4.81, 0.53, -2.78)  -0.407
O (-8.88, 2.21, 2.69)  -0.283
O (-6.04, 2.14, 3.42)  -0.024
O (-1.76, -0.77, -1.34)  -0.280
O (-5.28, -0.82, 5.17)  -0.167
O (-2.99, -2.10, 0.54)  -0.133
O (-1.67, 0.15, 1.01)  -0.339
C (0.56, -1.96, 0.03)  -0.291
C (4.98, 2.90, -3.23)  -0.182
C (1.96, 0.38, -2.57)  -0.035
C (5.21, 1.45, -3.72)  -0.464
C (-3.25, -2.20, 1.78)  -0.368
C (3.16, -1.45, -1.15)  -0.004
C (0.68, -0.95, -0.96)  -0.154
C (3.10, -2.50, -0.17)  -0.171
C (-3.38, -2.33, 3.04)  -0.246
C (1.97, -0.71, -1.53)  -0.143
C (-5.30, 1.42, 4.16)  -0.345
C (-6.02, -0.10, 4.39)  -0.355
C (-0.46, -0.12, -1.49)  -0.290
C (1.81, -2.75, 0.44)  -0.463
Be (0.52, 4.08, -1.46)  -0.014
H (1.18, 0.16, -3.32)  0.097
H (-4.28, 1.19, 3.79)  0.096
H (4.01, -3.09, 0.10)  -0.231
H (-7.96, 2.43, 2.56)  -0.140
H (2.91, 0.39, -3.10)  0.045
H (5.54, 3.12, -2.33)  -0.057
H (-0.37, 0.96, -1.06)  -0.041
H (-0.31, -0.03, -2.56)  0.105
H (-7.04, 0.13, 4.73)  0.122
H (4.15, -1.25, -1.62)  0.055
H (-0.44, -2.18, 0.51)  0.059
H (4.70, 1.42, -4.70)  0.105
H (1.80, 1.36, -2.12)  0.065
H (3.91, 3.11, -3.04)  0.042
H (-5.10, 1.80, 5.18)  0.119
H (5.31, 3.61, -4.00)  0.089
H (-3.73, -2.06, 4.07)  0.120
H (1.71, -3.57, 1.24)  0.044
H (6.28, 1.41, -4.01)  0.097
H (-6.19, -0.48, 3.36)  0.104

Output
electronic energy	-92163.602	eV
orbital gap	2.53	eV
net charge	+1
E_HOMO	-0.2743	Eh
LUMO level	-4.9	eV

Molecular formula: C21H25NO7
Method: DFT, ωB97M-V/def2-TZVPD

Last column: Löwdin charge in e.
Geometry (Å):
O (-0.07, -3.12, 1.43)  -0.035
O (6.00, -1.14, -1.14)  0.119
O (1.80, 2.94, 0.46)  0.089
O (-0.89, -1.04, 1.57)  0.087
O (5.33, 1.00, -1.02)  -0.032
O (-1.55, 2.14, 1.39)  -0.004
O (-2.81, 3.34, -0.03)  0.123
N (0.71, 0.96, 0.85)  0.160
C (2.28, -2.35, 0.39)  0.006
C (-2.66, 2.37, 0.66)  -0.471
C (-4.56, -0.21, -2.33)  -0.292
C (-3.89, -1.57, -2.55)  -0.140
C (-1.30, -3.59, 1.97)  -0.029
C (-3.53, 0.75, -1.71)  -0.097
C (6.58, 1.41, -1.55)  -0.040
C (-3.72, -2.11, -1.11)  -0.142
C (-3.63, 1.23, 0.81)  -0.040
C (1.33, -1.37, 0.72)  -0.043
C (0.03, -1.79, 1.27)  -0.417
C (-0.45, 3.03, 1.24)  -0.050
C (0.82, 2.31, 0.80)  -0.415
C (-3.33, 0.20, -0.29)  -0.259
C (5.16, -0.32, -0.86)  -0.454
C (-5.46, -0.50, -1.13)  -0.106
C (-4.31, -0.99, -0.25)  -0.269
C (2.90, 0.33, 0.01)  0.079
C (3.82, -0.65, -0.31)  -0.098
C (1.65, -0.01, 0.53)  -0.118
C (3.51, -2.00, -0.12)  0.000
H (-0.18, 0.59, 1.21)  0.109
H (-0.26, 3.52, 2.21)  0.147
H (-4.64, 1.61, 0.71)  0.131
H (-3.92, 1.77, -1.68)  0.115
H (4.24, -2.75, -0.37)  0.120
H (-6.20, -1.27, -1.33)  0.122
H (-2.14, -3.28, 1.34)  0.084
H (-2.68, -2.30, -0.86)  0.098
H (7.39, 1.09, -0.89)  0.099
H (-2.60, 0.77, -2.28)  0.122
H (-5.05, 0.19, -3.22)  0.139
H (-2.31, -0.16, -0.13)  0.121
H (-4.58, -1.30, 0.76)  0.144
H (3.14, 1.37, -0.14)  0.111
H (-2.93, -1.47, -3.06)  0.110
H (6.54, 2.49, -1.62)  0.095
H (-1.22, -4.67, 2.00)  0.098
H (-0.70, 3.81, 0.51)  0.137
H (6.74, 0.96, -2.54)  0.099
H (-3.49, 0.77, 1.79)  0.129
H (-5.96, 0.39, -0.74)  0.116
H (-4.52, -2.22, -3.14)  0.109
H (2.02, -3.38, 0.55)  0.120
H (-1.45, -3.19, 2.97)  0.102
H (-4.28, -3.04, -0.97)  0.111

Output
electronic energy	-38007.237	eV
orbital gap	8.58	eV
SMILES	COC(=O)c1ccc(C(=O)OC)c(NC(=O)COC(=O)C[C@@H]2C[C@H]3CC[C@@H]2C3)c1
ΔE to the lowest compared entry with this formula, charge and spin	4.1	kJ/mol
E_HOMO	-0.3289	Eh
LUMO level	-0.4	eV